Arrangement a

A structure of composition H16O8, computed with ωB97M-V/def2-TZVPD.

Output
**LUMO energy**: -0.755 eV
**Net charge**: 0

Cartesian coordinates (Å):
O1 2.0288 -1.6630 -1.1159
H1 2.0549 -1.5597 -2.0671
H2 2.4576 -2.5033 -0.9539
O2 1.2638 -0.1067 -2.5309
H3 2.0025 0.4533 -2.7700
H4 1.3774 -0.2667 -1.5940
O3 1.9797 0.7885 0.5369
H5 1.1375 0.3514 0.6632
H6 1.7887 1.5081 -0.0647
O4 -0.7687 2.4074 -0.3088
H7 -1.0650 1.5818 0.0744
H8 -1.5701 2.8295 -0.6184
O5 -1.1781 -1.6240 1.0455
H9 -0.5519 -2.3264 1.2208
H10 -1.9445 -1.8486 1.5731
O6 -1.6050 0.3655 0.1779
H11 -1.7409 -0.4347 0.6852
H12 -2.4764 0.5968 -0.1436
O7 -1.0662 1.3338 2.0656
H13 -1.2906 0.7245 2.7689
H14 -1.2999 0.8692 1.2620
O8 0.4088 -0.2060 -0.0489
H15 -0.5458 -0.1490 -0.0069
H16 0.6035 -1.1218 0.1499

Löwdin atomic charge list, values in e, 2 entries: number 1, O, carries -0.07; number 2, H, carries 0.04

***

Arrangement b

A structure of composition H16O8, computed with ωB97M-V/def2-TZVPD.

Output
**LUMO energy**: -0.659 eV
**Net charge**: 0

Cartesian coordinates (Å):
H1 -2.4100 0.4521 0.0519
H2 -1.4882 1.5629 0.1726
H3 -0.8875 -0.9117 -0.6092
H4 -2.4820 -0.7454 -1.4427
H5 -1.0385 0.5265 2.0972
H6 -0.9394 -0.5533 3.5460
H7 -0.6128 -1.5781 1.4563
H8 0.4524 -2.6673 0.7628
H9 -0.3062 0.0830 -2.7520
H10 1.1172 -0.7378 -1.7756
H11 1.1727 0.9352 1.6898
H12 0.9292 1.3622 0.0127
H13 0.6569 1.1376 -1.5244
H14 0.6860 2.6894 -1.0896
H15 2.0986 -0.4420 0.1167
H16 2.4190 -2.4172 0.1051
O1 -2.1868 1.1174 0.6820
O2 -1.3576 -0.4383 -1.3839
O3 -0.3390 -0.0410 2.6004
O4 -0.6691 -2.3743 0.7601
O5 0.7959 0.1234 -2.4932
O6 1.8079 1.1828 0.8794
O7 0.1834 1.8387 -0.8489
O8 1.8445 -1.2457 -0.2981

Löwdin atomic charge list, values in e, 2 entries: number 1, H, carries -0.02; number 2, H, carries 0.02

***

Name the least stable of them. arrangement a.

***

Arrangement a

A structure of composition H16O8, computed with ωB97M-V/def2-TZVPD.

Output
**LUMO energy**: -0.441 eV
**Net charge**: 0

Cartesian coordinates (Å):
O1 -24.9080 37.9839 18.9790
H1 -24.9650 37.8384 18.0346
H2 -25.7162 38.4470 19.1996
O2 -24.3472 35.9470 19.2347
H3 -24.6937 36.8393 19.2376
H4 -23.4949 36.0219 18.8056
O3 -27.0968 35.8277 20.1385
H5 -26.8599 36.7547 20.1089
H6 -26.2653 35.3642 20.0383
O4 -27.2519 37.8415 18.5948
H7 -28.1528 37.5188 18.5725
H8 -27.2156 38.5001 17.9011
O5 -29.1100 34.8805 20.3866
H9 -28.5123 35.3202 19.7820
H10 -28.9941 35.3422 21.2170
O6 -29.1428 37.9678 21.0792
H11 -29.5328 38.4374 21.8165
H12 -28.2072 37.9414 21.2793
O7 -25.5554 34.2243 19.4324
H13 -25.3809 34.1237 20.3682
H14 -25.1375 35.0529 19.1980
O8 -27.0885 34.0241 21.8680
H15 -27.0201 34.8156 21.3342
H16 -27.2883 33.3286 21.2414

Löwdin atomic charge list, values in e, 2 entries: number 1, O, carries 0.07; number 2, H, carries 0.11

***

Arrangement b

A cluster of 8 separate species, H16O8 in total, computed with ωB97M-V/def2-TZVPD.

Output
**SMILES**: O.O.O.O.O.O.O.O
**LUMO energy**: -0.033 eV
**Net charge**: 0

Cartesian coordinates (Å):
O1 -1.6434 -5.0100 2.4439
H1 -1.7123 -4.6995 3.3468
H2 -1.4914 -4.2177 1.9287
O2 0.1826 1.8799 -4.5933
H3 -0.5495 2.3992 -4.9259
H4 0.0326 1.0018 -4.9436
O3 6.8290 -1.1488 0.0380
H5 7.4215 -0.5020 0.4211
H6 6.0199 -0.6649 -0.1274
O4 3.5975 2.2846 -1.2773
H7 4.2829 2.8575 -1.6213
H8 2.8887 2.3472 -1.9176
O5 -0.4842 -1.1471 0.1873
H9 0.3209 -0.6358 0.1053
H10 -1.0691 -0.7819 -0.4766
O6 -4.0715 2.5099 2.1773
H11 -4.1125 2.0809 1.3226
H12 -3.4579 3.2340 2.0531
O7 -5.0487 0.9210 -2.2098
H13 -4.7685 1.4875 -2.9287
H14 -5.8685 0.5329 -2.5157
O8 0.6875 -1.5346 4.8291
H15 1.5951 -1.8305 4.7577
H16 0.4192 -1.3635 3.9263

Löwdin atomic charge list, values in e, 2 entries: number 1, O, carries -0.05; number 2, H, carries 0.03

***

Name the least stable of them. arrangement a.

***

Arrangement a

A cluster of 8 separate species, H16O8 in total, computed with ωB97M-V/def2-TZVPD.

Output
**SMILES**: O.O.O.O.O.O.O.O
**LUMO energy**: -0.046 eV
**Net charge**: 0

Cartesian coordinates (Å):
H1 0.4817 0.9889 -0.9085
H2 -0.5875 0.1497 -0.2425
H3 -1.6713 -3.8989 0.9624
H4 -3.0590 -3.9574 1.4899
H5 2.8341 0.9189 -1.0646
H6 1.7315 0.0813 -0.2053
H7 -4.1512 3.2714 -0.7690
H8 -2.9179 3.3937 -1.8193
H9 1.7868 3.1566 2.9284
H10 2.2128 2.3722 1.7285
H11 4.3635 -0.6228 -1.2606
H12 5.6590 -1.5354 -1.1015
H13 -0.6845 -1.8462 0.2792
H14 0.6608 -2.5004 -0.0572
H15 -2.5410 -0.0338 -0.0959
H16 -4.0134 -0.5342 0.1584
O1 -0.3563 1.0316 -0.4105
O2 -2.5707 -3.7965 0.6712
O3 2.5049 0.0357 -0.9034
O4 -3.5608 3.9097 -1.2032
O5 2.3410 3.1850 2.2191
O6 4.9274 -1.0100 -0.6424
O7 -0.2503 -2.3038 -0.3871
O8 -3.1395 -0.4553 0.6338

Löwdin atomic charge list, values in e, 2 entries: number 1, H, carries 0.03; number 2, H, carries -0.04

***

Arrangement b

A cluster of 8 separate species, H16O8 in total, computed with ωB97M-V/def2-TZVPD.

Output
**SMILES**: O.O.O.O.O.O.O.O
**LUMO energy**: -0.029 eV
**Net charge**: 0

Cartesian coordinates (Å):
H1 0.1640 0.4953 0.0998
H2 -0.6159 -0.8120 0.6837
H3 -0.8117 -0.6162 -3.4066
H4 -1.1026 -0.4904 -1.9529
H5 -2.0542 -2.3391 -1.1817
H6 -2.1199 -2.9607 0.0869
H7 2.3535 -0.6905 0.1720
H8 2.1541 0.8307 0.6854
H9 -1.8156 0.0266 2.6737
H10 -2.5327 -1.1552 2.0668
H11 4.7563 -1.7335 0.0866
H12 4.3823 -0.2829 0.2550
H13 1.1666 2.3308 0.0349
H14 2.0725 3.5587 -0.0728
H15 -3.0165 2.3682 -0.9793
H16 -2.7390 1.3120 -0.0608
O1 -0.4202 0.1914 0.8283
O2 -0.5049 -0.9983 -2.5224
O3 -1.4985 -2.4430 -0.4488
O4 2.6578 0.2083 0.0690
O5 -2.5217 -0.5669 2.9113
O6 4.3334 -1.1226 0.7095
O7 1.1791 3.2374 -0.1018
O8 -3.4662 1.6519 -0.6359

Löwdin atomic charge list, values in e, 2 entries: number 1, H, carries 0.02; number 2, H, carries 0.07

***

Arrangement c

A cluster of 8 separate species, H16O8 in total, computed with ωB97M-V/def2-TZVPD.

Output
**SMILES**: O.O.O.O.O.O.O.O
**LUMO energy**: -0.176 eV
**Net charge**: 0

Cartesian coordinates (Å):
O1 -2.3696 -2.5482 -0.7555
H1 -1.9163 -2.8773 0.0207
H2 -2.3359 -1.5957 -0.6674
O2 -0.1727 0.4982 0.2050
H3 0.6203 0.7822 -0.2496
H4 -0.7506 0.1874 -0.4919
O3 0.8987 -1.7117 -2.5156
H5 1.2178 -0.8304 -2.3214
H6 0.2626 -1.5869 -3.2198
O4 -1.6662 1.7564 2.0495
H7 -1.3389 1.0834 1.4527
H8 -0.8904 2.0526 2.5256
O5 3.3985 3.3944 0.4045
H9 4.0530 3.2023 1.0761
H10 2.7155 2.7376 0.5402
O6 -2.9019 0.2027 -0.8908
H11 -2.8947 1.1361 -1.1028
H12 -3.4918 0.1315 -0.1404
O7 -0.4139 -2.5580 1.1063
H13 -0.3254 -2.8735 2.0056
H14 0.1044 -1.7536 1.0821
O8 2.4255 0.6211 -0.1083
H15 3.2368 0.5550 -0.6118
H16 2.5351 -0.0056 0.6069

Löwdin atomic charge list, values in e, 2 entries: number 1, O, carries -0.07; number 2, H, carries -0.01

***

Arrangement d

A cluster of 8 separate species, H16O8 in total, computed with ωB97M-V/def2-TZVPD.

Output
**SMILES**: O.O.O.O.O.O.O.O
**LUMO energy**: -0.016 eV
**Net charge**: 0

Cartesian coordinates (Å):
O1 0.5021 -0.5751 0.3167
H1 0.3920 -0.2049 -0.5671
H2 -0.3343 -1.0234 0.4907
O2 -1.9933 -1.7522 -2.0078
H3 -2.8371 -1.8244 -2.4663
H4 -2.2080 -1.3674 -1.1296
O3 3.1164 -0.5852 1.4500
H5 3.3774 -0.2867 0.5647
H6 2.1447 -0.6114 1.4094
O4 -2.3195 -0.8255 0.6567
H7 -2.1095 0.1113 0.8361
H8 -3.2657 -0.9077 0.8255
O5 0.2473 0.6616 -2.5106
H9 0.9050 0.4833 -3.1925
H10 -0.5163 0.1175 -2.7593
O6 -1.6331 1.9284 0.1835
H11 -2.0853 2.5573 -0.3895
H12 -0.7072 1.9572 -0.0942
O7 -0.3774 -0.7092 4.0389
H13 -0.4911 -0.1592 4.8215
H14 -0.4301 -0.0946 3.2979
O8 3.6410 1.0790 -0.8818
H15 2.8218 1.3614 -1.3077
H16 4.1602 0.6696 -1.5852

Löwdin atomic charge list, values in e, 2 entries: number 1, O, carries -0.04; number 2, H, carries 0.00

***

Name the least stable of them. arrangement a.

***

Arrangement a

A cluster of 8 separate species, H16O8 in total, computed with ωB97M-V/def2-TZVPD.

Output
**SMILES**: O.O.O.O.O.O.O.O
**LUMO energy**: -0.377 eV
**Net charge**: 0

Cartesian coordinates (Å):
O1 -5.7250 7.5570 18.4540
H1 -5.9480 8.2830 17.8920
H2 -6.4600 7.0760 18.7620
O2 -6.8600 9.3280 16.4440
H3 -7.1900 8.4140 16.1310
H4 -7.5070 9.5730 17.0830
O3 -8.2080 7.3550 15.5330
H5 -7.6050 6.7260 15.1810
H6 -8.9420 6.9990 15.0580
O4 -6.2520 5.3140 15.9600
H7 -5.4020 5.6180 15.8150
H8 -6.4340 4.4580 15.5160
O5 -7.3910 2.9590 18.7960
H9 -7.8550 2.7610 17.9880
H10 -6.6960 2.2610 18.9410
O6 -7.6620 5.7610 18.2540
H11 -7.6240 4.8490 18.5740
H12 -7.2090 5.7650 17.4300
O7 -4.0550 3.7940 17.6270
H13 -4.3130 2.9050 17.5050
H14 -4.8280 4.3190 17.4040
O8 -10.6260 5.3450 15.8490
H15 -11.1180 6.0850 15.4920
H16 -10.0820 5.8020 16.5210

Löwdin atomic charge list, values in e, 2 entries: number 1, O, carries -0.04; number 2, H, carries -0.02

***

Arrangement b

A cluster of 8 separate species, H16O8 in total, computed with ωB97M-V/def2-TZVPD.

Output
**LUMO energy**: -0.316 eV
**Net charge**: 0

Cartesian coordinates (Å):
O1 -18.3204 7.7624 -8.0882
H1 -19.1632 8.1120 -8.4071
H2 -17.4138 8.3069 -8.3065
H3 -18.0515 6.8725 -7.9266
O2 -20.4017 9.3430 -8.7884
H4 -19.9330 10.2039 -8.8659
O3 -21.1995 7.4362 -7.0439
H5 -20.8831 8.2233 -7.7042
H6 -21.2162 6.6317 -7.5092
O4 -18.8195 5.2961 -8.3048
H7 -18.2135 4.9063 -7.4635
H8 -19.6602 5.1177 -8.2335
O5 -20.8011 8.7418 -11.4317
H9 -21.6492 8.2194 -11.4463
H10 -20.6512 9.1150 -10.5254
O6 -17.1777 10.1964 -8.9532
H11 -17.8440 10.6125 -9.2888
H12 -16.7301 10.6124 -8.2303
O7 -17.6872 5.2296 -5.7418
H13 -17.5502 6.2111 -5.5383
H14 -17.1214 4.5989 -5.4198
O8 -15.9650 7.2268 -8.7780
H15 -15.1397 7.6931 -8.9545
H16 -16.0788 6.4240 -9.1634

Löwdin atomic charge list, values in e, 2 entries: number 1, O, carries 0.14; number 2, H, carries 0.05

***

Name the least stable of them. arrangement b.

***

Arrangement a

A cluster of 8 separate species, H16O8 in total, computed with ωB97M-V/def2-TZVPD.

Output
**SMILES**: O.O.O.O.O.O.O.O
**LUMO energy**: -0.427 eV
**Net charge**: 0

Cartesian coordinates (Å):
O1 22.6440 40.3160 5.0680
H1 22.6440 40.0380 4.1300
H2 22.1530 39.6880 5.6910
O2 24.8160 43.4000 3.1410
H3 25.0640 42.5670 3.0410
H4 23.8620 43.3340 3.5070
O3 21.2180 45.2080 6.2240
H5 21.4060 44.3700 5.6460
H6 20.4030 45.4160 5.7150
O4 18.7870 44.0100 4.5550
H7 18.8750 43.0380 4.4760
H8 18.8520 44.4870 3.6380
O5 22.4360 43.0570 4.8120
H9 21.7690 43.2820 3.9940
H10 22.5230 42.0700 4.9720
O6 21.5270 43.0060 1.9830
H11 22.1370 43.8130 1.9390
H12 20.7000 43.3700 1.8420
O7 19.1430 41.3080 5.4480
H13 19.3820 40.6470 4.6970
H14 19.9690 41.0990 6.0420
O8 22.9560 41.2470 8.0790
H15 23.7000 41.0420 7.3760
H16 23.6220 41.1170 8.7770

Löwdin atomic charge list, values in e, 2 entries: number 1, O, carries -0.08; number 2, H, carries 0.08

***

Arrangement b

A cluster of 8 separate species, H16O8 in total, computed with ωB97M-V/def2-TZVPD.

Output
**SMILES**: O.O.O.O.O.O.O.O
**LUMO energy**: -0.136 eV
**Net charge**: 0

Cartesian coordinates (Å):
H1 0.6342 -1.4907 0.4796
H2 0.8857 -0.0408 0.8601
H3 -4.0091 -1.1992 -1.5890
H4 -4.3053 -0.5900 -0.2285
H5 -1.7792 1.1024 -0.9667
H6 -1.5009 0.0435 0.0875
H7 -3.9137 -2.2863 0.0118
H8 -3.2315 -2.0052 1.3405
H9 5.2657 -0.1539 -1.7068
H10 3.8749 -0.7464 -1.8632
H11 -2.6887 4.1229 -1.0242
H12 -1.6302 3.1634 -0.5056
H13 3.3023 -1.7015 -0.0653
H14 3.0485 -0.3212 0.5181
H15 2.8710 1.6559 2.7641
H16 1.5183 0.9789 2.9125
O1 0.9608 -0.6570 0.1228
O2 -3.5776 -0.8038 -0.8232
O3 -2.2103 0.4112 -0.4515
O4 -3.3710 -2.7031 0.6905
O5 4.4713 -0.0952 -2.2494
O6 -2.2419 3.8493 -0.2152
O7 3.7492 -0.8779 0.1602
O8 2.4266 0.8100 2.6378

Löwdin atomic charge list, values in e, 2 entries: number 1, H, carries 0.06; number 2, H, carries 0.02

***

Arrangement c

A cluster of 8 separate species, H16O8 in total, computed with ωB97M-V/def2-TZVPD.

Output
**SMILES**: O.O.O.O.O.O.O.O
**LUMO energy**: -0.284 eV
**Net charge**: 0

Cartesian coordinates (Å):
O1 -2.1179 20.3873 -1.2453
H1 -1.9975 19.6115 -1.8076
H2 -1.2556 20.8180 -1.2232
O2 -5.3408 23.0093 -1.9335
H3 -5.3269 23.0623 -2.8963
H4 -6.1398 23.4855 -1.6763
O3 -7.4639 20.5349 -2.5617
H5 -7.9601 20.2216 -3.3255
H6 -6.5356 20.3785 -2.7963
O4 -4.4181 20.1804 -3.7890
H7 -3.7377 20.7726 -3.4393
H8 -4.5160 20.4313 -4.7171
O5 -6.6003 20.8901 -6.7290
H9 -5.6612 21.1372 -6.7976
H10 -6.6525 20.0007 -7.0954
O6 -3.8788 21.7549 -7.0796
H11 -3.0591 21.8232 -6.5729
H12 -3.6460 21.2282 -7.8555
O7 -4.7410 20.8487 -0.1479
H13 -5.1020 21.3936 -0.8704
H14 -3.8403 20.6354 -0.4366
O8 -1.2713 19.4782 -4.3500
H15 -0.6984 18.9541 -3.7784
H16 -1.4627 18.8969 -5.0947

Löwdin atomic charge list, values in e, 2 entries: number 1, O, carries -0.04; number 2, H, carries 0.04

***

Arrangement d

A cluster of 8 separate species, H16O8 in total, computed with ωB97M-V/def2-TZVPD.

Output
**SMILES**: O.O.O.O.O.O.O.O
**LUMO energy**: 0.178 eV
**Net charge**: 0

Cartesian coordinates (Å):
H1 -0.0957 1.0296 0.4067
H2 0.7749 1.1271 -0.8353
H3 -2.8760 0.9549 1.6461
H4 -2.1011 -0.2382 2.1810
H5 -0.6917 -1.7720 -3.7616
H6 0.4082 -1.2435 -4.6676
H7 3.1662 -2.0918 4.1907
H8 2.2546 -1.2411 3.3215
H9 -2.7876 0.8956 -0.6732
H10 -2.9869 0.8691 -2.1797
H11 1.3343 -2.7666 -2.0417
H12 0.7690 -4.1743 -2.1346
H13 -0.8165 4.8697 1.3833
H14 -0.4211 5.0200 -0.0765
H15 1.9445 0.1631 1.7138
H16 2.1001 -0.9003 0.6391
O1 0.7719 1.3245 0.1081
O2 -2.7882 0.0001 1.5484
O3 0.1906 -1.3846 -3.7393
O4 2.2424 -1.9814 3.9386
O5 -2.5499 1.3670 -1.4796
O6 1.2953 -3.6029 -1.5642
O7 -1.0480 4.5665 0.4982
O8 1.9107 -0.7905 1.5777

Löwdin atomic charge list, values in e, 2 entries: number 1, H, carries 0.03; number 2, H, carries 0.05

***

Name the least stable of them. arrangement b.